Entry 1:
Entry from the OMol25 dataset: a 6-piece molecular cluster, C37H76NO21S5 overall in a non-equilibrium geometry (ωB97M-V/def2-TZVPD).

Calculated values
Charge: +1
E_tot, a.u.: -5080.77745
LUMO level, Eh: -0.10250
E_HOMO, eV: -12.022

The geometry in XYZ format:
```
140
Properties=species:S:1:pos:R:3:forces:R:3
C -2.934672 2.411265 7.405006 -0.3 -0.1 0.0
C -3.389842 2.771808 5.986702 0.4 0.4 0.5
C -2.321427 3.613998 5.286857 -0.3 0.2 0.2
C -2.809510 4.323706 4.020940 -0.3 -0.5 0.2
C -2.739598 3.536502 2.704422 0.7 0.3 -0.1
C -1.406107 2.797620 2.407820 -0.6 0.1 -0.6
C -1.599048 1.301581 2.168839 -0.1 -0.2 0.2
C -2.071237 0.494496 3.390214 0.9 0.1 -0.1
C -1.593246 -0.969980 3.379678 -0.6 -0.3 0.4
C -2.627540 -2.067021 3.005561 0.2 0.5 0.1
C -3.783678 -1.666403 2.098722 0.0 -0.4 -0.7
C -3.461948 -1.366183 0.600921 -0.1 -0.3 0.7
C -2.036694 -1.625797 0.133937 0.2 0.2 -0.9
C -1.905319 -1.375184 -1.383067 -0.5 -0.1 0.2
C -2.246081 0.057887 -1.826134 0.4 0.0 -0.6
C -1.071771 0.897456 -2.350354 -0.4 0.3 0.6
C 0.213187 0.829162 -1.539698 0.1 -0.2 -0.1
C 1.196922 1.884328 -2.039118 -0.2 0.2 0.6
C 2.671368 1.720770 -1.688406 0.4 -0.2 -0.4
C 3.253168 0.315321 -1.934625 0.1 1.1 0.1
C 3.738204 -0.437709 -0.726542 -0.4 -1.5 -0.5
C 2.772854 -0.970876 0.323094 -0.8 0.5 1.3
C 3.203485 -0.466553 1.768172 0.4 -0.7 -1.7
C 3.656938 -1.664543 2.598790 -0.3 0.3 0.7
C 3.688249 -1.471864 4.137349 0.2 0.0 -0.6
C 3.963325 -0.055703 4.602672 0.1 -0.2 0.5
O 3.962494 -0.046786 6.028293 0.2 0.0 -0.2
C 4.260772 0.598273 1.426041 -1.3 0.3 0.2
N 4.820003 0.258073 0.079494 -0.3 -0.7 0.5
H -1.862589 2.219926 7.453448 0.0 -0.2 0.0
H -3.154343 3.226798 8.092739 0.1 0.1 0.0
H -3.475325 1.544525 7.783701 0.1 -0.1 0.0
H -4.268008 3.408686 6.100742 -0.3 -0.2 -0.3
H -3.645416 1.869770 5.436126 -0.1 0.0 -0.2
H -2.035398 4.389685 6.001357 0.1 0.0 0.0
H -1.426945 3.009276 5.132385 0.1 0.0 -0.1
H -3.862527 4.546048 4.203021 0.0 0.2 -0.1
H -2.321273 5.293888 3.936138 0.2 0.0 -0.2
H -3.561121 2.827188 2.608574 -0.1 -0.1 0.2
H -2.873639 4.264847 1.903197 -0.2 0.0 -0.1
H -1.009434 3.199468 1.471266 0.2 0.1 0.0
H -0.648646 2.992533 3.165059 0.0 -0.1 0.2
H -0.643224 0.878465 1.846619 0.1 0.0 -0.1
H -2.290952 1.156262 1.336237 0.0 0.0 -0.1
H -1.598562 0.964888 4.252971 -0.1 0.1 0.2
H -3.142039 0.580777 3.548371 -0.1 0.0 0.0
H -1.271856 -1.196097 4.397607 0.1 -0.1 0.0
H -0.697738 -1.086182 2.771282 0.1 0.2 -0.2
H -2.083630 -2.902010 2.563807 0.0 -0.1 0.0
H -3.058661 -2.448812 3.931636 -0.1 0.0 0.0
H -4.348229 -0.827795 2.498697 0.1 0.0 0.2
H -4.476779 -2.510256 2.101942 -0.1 0.0 0.1
H -4.094302 -2.013867 -0.010840 -0.1 0.1 -0.1
H -3.801985 -0.356635 0.396775 0.2 0.2 -0.2
H -1.787352 -2.675343 0.296660 0.1 0.0 0.2
H -1.290796 -1.010068 0.634499 -0.1 0.0 0.3
H -2.610937 -2.051814 -1.874444 0.0 -0.1 0.0
H -0.925514 -1.677718 -1.754373 0.1 0.0 0.1
H -2.957171 -0.001105 -2.650624 -0.2 0.1 0.1
H -2.735859 0.634047 -1.047201 -0.1 -0.1 0.3
H -1.402114 1.939011 -2.303046 0.0 0.1 -0.3
H -0.877624 0.676870 -3.400777 0.2 -0.1 0.0
H 0.606139 -0.190998 -1.592334 0.2 0.1 -0.1
H 0.012507 1.019280 -0.480595 -0.2 -0.1 0.1
H 1.085838 2.024470 -3.114190 0.1 -0.2 -0.1
H 0.874223 2.822911 -1.582941 0.0 0.2 -0.2
H 2.905777 2.078824 -0.680165 -0.2 0.0 0.1
H 3.203584 2.371865 -2.378169 0.0 0.2 0.3
H 4.103270 0.411641 -2.615240 0.0 -0.1 -0.1
H 2.533739 -0.296101 -2.463940 -0.1 -0.3 0.0
H 4.200416 -1.338634 -1.132470 0.4 0.1 -0.1
H 2.743822 -2.056402 0.295333 0.2 -0.1 0.0
H 1.725969 -0.681966 0.230675 0.1 0.3 -0.7
H 2.336222 0.046456 2.167118 0.0 -0.1 0.5
H 2.930175 -2.451944 2.410790 0.1 -0.2 -0.1
H 4.615339 -2.038181 2.227713 0.1 0.1 -0.1
H 4.482171 -2.097953 4.539009 -0.1 -0.1 0.2
H 2.743151 -1.826909 4.542583 0.0 0.1 0.2
H 3.198237 0.641664 4.252468 0.1 0.1 -0.2
H 4.949576 0.249373 4.238768 0.0 0.2 -0.1
H 4.692438 0.503326 6.330681 -0.2 0.0 0.1
H 5.047660 0.712690 2.160487 0.2 0.2 -0.1
H 3.684818 1.505175 1.258885 0.4 0.4 0.3
H 5.515812 -0.467657 0.242299 0.5 0.5 -0.3
H 5.185863 1.082128 -0.394221 0.3 -0.2 0.0
C 0.476528 -3.457400 -5.929547 -0.5 0.0 -0.1
C 0.285003 -2.016616 -5.502002 0.3 0.2 -0.4
O 0.494616 -2.042021 -4.072535 -0.1 -0.3 0.1
S 1.580637 -3.154068 -3.718434 -0.5 0.2 -0.8
O 2.848391 -2.516806 -3.594380 0.3 -0.2 0.4
O 1.059083 -3.992083 -2.701690 0.2 0.1 0.4
O 1.561663 -3.925968 -5.107403 0.2 0.2 0.1
H -0.404258 -4.064239 -5.714190 0.0 0.0 0.0
H 0.742365 -3.554941 -6.978248 0.2 -0.1 0.1
H -0.708234 -1.638132 -5.723620 -0.1 0.0 0.2
H 1.035858 -1.359893 -5.945483 0.0 0.0 0.0
C -6.177528 7.539537 4.879168 -0.4 0.0 0.1
C -5.828313 8.776075 5.679830 0.2 0.2 -0.3
O -5.247487 8.259421 6.884604 -0.1 -0.3 0.0
S -4.452578 6.908104 6.569041 -0.3 0.2 -0.2
O -3.075728 7.200828 6.401730 0.1 -0.2 0.0
O -4.898665 5.904977 7.463641 0.1 -0.1 0.2
O -5.086568 6.639423 5.120710 0.1 0.2 0.0
H -7.096880 7.074380 5.239483 0.0 0.0 0.0
H -6.262181 7.739058 3.814580 0.2 -0.1 0.0
H -6.696721 9.382773 5.918681 0.0 -0.1 0.2
H -5.081864 9.388490 5.169915 0.0 0.0 0.0
C 5.621643 -5.926929 -6.087946 0.4 0.1 0.0
C 5.248131 -4.626501 -5.410140 -0.4 -0.2 0.3
O 5.258981 -3.654590 -6.463030 0.3 -0.1 -0.1
S 4.786960 -4.342876 -7.830360 0.0 -0.2 0.3
O 3.405613 -4.082253 -8.025347 -0.1 0.0 -0.1
O 5.744696 -4.045861 -8.828301 0.0 0.2 -0.1
O 4.949908 -5.862313 -7.355818 -0.2 0.2 0.1
H 6.696597 -5.996218 -6.264607 0.0 0.0 0.0
H 5.286936 -6.800700 -5.536245 -0.2 0.0 -0.2
H 5.951127 -4.343761 -4.631826 0.1 0.2 -0.1
H 4.240178 -4.669130 -4.998247 0.0 0.0 0.1
C -4.080384 -5.519745 -0.825900 0.3 0.2 -0.2
C -5.214449 -4.605898 -1.238264 -0.2 0.1 0.4
O -5.808651 -5.260787 -2.363332 0.3 -0.1 -0.1
S -5.697370 -6.851942 -2.183713 0.1 0.2 0.2
O -6.910879 -7.349016 -1.651902 0.0 -0.2 0.0
O -5.119096 -7.389633 -3.358323 -0.1 0.0 -0.1
O -4.603353 -6.839184 -1.008525 -0.2 0.1 0.0
H -3.210673 -5.397197 -1.475840 0.0 0.0 0.0
H -3.783150 -5.378047 0.210130 -0.1 -0.2 0.0
H -4.872964 -3.614445 -1.523114 -0.1 0.0 -0.2
H -5.967135 -4.521689 -0.450894 0.0 0.0 0.0
C 5.306967 2.404160 -7.169756 0.4 0.2 0.1
C 5.626587 1.048310 -6.575370 -0.1 -0.2 -0.4
O 4.890463 1.029712 -5.336865 0.0 0.3 0.1
S 3.531685 1.854946 -5.511912 0.3 0.0 -0.3
O 2.467595 0.957930 -5.782112 -0.3 0.0 0.1
O 3.440291 2.785662 -4.441507 0.0 -0.1 -0.1
O 3.918204 2.609440 -6.858511 -0.1 -0.3 0.1
H 5.887650 3.198724 -6.698402 0.0 0.0 0.0
H 5.451525 2.435761 -8.245480 -0.2 0.0 0.0
H 6.685835 0.912986 -6.379385 0.0 0.0 0.2
H 5.263385 0.234231 -7.204684 0.0 0.0 0.0
```
Forces are in eV/Å.

Entry 2:
Entry from the OMol25 dataset: one molecule with the formula C5H11NO in a non-equilibrium geometry (ωB97M-V/def2-TZVPD).

Calculated values
Energy above the lowest of the compared OMol25 structures with the same formula, charge and spin, kcal/mol: 8.34
SMILES string: CCCNC(C)=O
E_tot, a.u.: -327.11806
LUMO level, Eh: 0.03165
E_HOMO, eV: -9.581

The geometry in XYZ format:
```
18
Properties=species:S:1:pos:R:3:forces:R:3
C -0.543252 2.379892 -0.457984 0.3 0.0 0.6
C 0.491368 1.306597 -0.792453 0.9 0.6 -1.3
C 1.142006 0.536054 0.376531 0.0 0.1 -0.4
N 0.323039 -0.568118 0.810688 -0.2 -0.1 0.0
C 0.147581 -1.649338 -0.002053 0.2 -0.2 0.1
C -0.915028 -2.614364 0.456050 0.0 -0.2 0.0
O 0.830342 -1.865699 -0.992403 -0.3 0.3 0.4
H -0.993690 2.903748 -1.319762 0.6 -0.3 0.3
H -1.386506 1.920025 0.072482 0.1 0.1 0.1
H -0.051256 3.073139 0.218443 -0.4 0.5 0.1
H -0.079021 0.635249 -1.447202 0.8 -0.4 0.1
H 1.396540 1.702807 -1.381834 -1.6 -0.2 0.5
H 2.075597 0.115430 -0.008497 -0.1 0.0 0.2
H 1.392046 1.137269 1.267170 -0.2 0.1 -0.5
H -0.340912 -0.394744 1.545404 -0.1 -0.2 -0.1
H -1.713895 -2.668714 -0.288384 0.1 0.0 0.1
H -1.339299 -2.357033 1.430087 0.0 0.0 -0.1
H -0.435659 -3.592200 0.513719 -0.2 0.0 0.0
```
Forces are in eV/Å.

Entry 3:
Entry from the OMol25 dataset: one molecule with the formula C3H7NO2 in a non-equilibrium geometry (ωB97M-V/def2-TZVPD).

Calculated values
Energy above the lowest of the compared OMol25 structures with the same formula, charge and spin, kcal/mol: 84.56
SMILES string: [H]/N=C\OCCO
E_tot, a.u.: -323.64621
LUMO level, Eh: 0.03056
E_HOMO, eV: -9.739

The geometry in XYZ format:
```
13
Properties=species:S:1:pos:R:3:forces:R:3
H 0.717286 -1.581251 -0.010139 -0.5 -0.4 -0.8
N -0.259511 -1.877134 -0.139892 -0.1 -0.9 1.5
C -0.904867 -1.218536 0.759297 0.2 -0.4 0.1
O -0.760807 0.033158 1.160074 0.2 -0.1 0.2
C 0.125062 0.999474 0.514638 0.2 0.0 0.1
C 1.207110 0.374439 -0.366683 0.1 -0.2 0.9
O 0.658531 -0.004978 -1.579565 -1.1 -1.7 0.5
H -1.614955 -1.737685 1.400642 -0.7 0.3 -0.4
H 0.539460 1.562915 1.350425 0.0 0.0 0.0
H -0.526175 1.649423 -0.085087 0.3 -0.2 0.1
H 1.601763 -0.521528 0.187516 0.3 0.9 -0.1
H 2.110155 1.002083 -0.392373 -0.5 0.2 -0.6
H 0.021942 -0.864633 -1.235457 1.7 2.4 -1.6
```
Forces are in eV/Å.

Entry 4:
Entry from the OMol25 dataset: a 4-piece molecular cluster, C34H67ClF4IN5O9P overall in a non-equilibrium geometry (ωB97M-V/def2-TZVPD).

Calculated values
Charge: +1
Energy above the lowest of the compared OMol25 structures with the same formula, charge and spin, kcal/mol: 179.96
E_tot, a.u.: -3784.77165
LUMO level, Eh: -0.11253
E_HOMO, eV: -10.927

The geometry in XYZ format:
```
122
Properties=species:S:1:pos:R:3:forces:R:3
C 8.797695 3.503892 2.345323 -1.9 -1.2 1.0
C 7.792935 2.638815 2.926946 0.8 1.3 -1.3
C 6.331149 2.571592 2.315736 -0.6 1.0 -2.2
O 5.806830 3.462696 1.593955 2.4 -3.1 3.1
O 5.531845 1.380083 2.587305 1.8 1.4 -1.0
C 5.827517 0.480463 1.473499 0.2 -1.4 -0.7
C 4.470457 0.024532 0.708053 0.6 1.1 1.2
C 3.688759 1.373908 0.320607 0.0 -0.3 -1.4
C 2.340299 1.068067 -0.498350 0.5 -0.7 0.3
C 1.256156 0.176211 0.344996 0.3 1.1 -0.3
C -0.006152 1.119245 0.823935 1.7 -0.4 -0.4
C -1.360707 0.268392 0.986337 1.6 -0.6 -3.2
N -1.647171 -0.317189 2.345151 -2.1 0.2 0.9
P -0.194280 -0.615686 3.388183 3.5 -1.8 1.4
N -0.784450 -1.750345 4.632355 0.3 2.3 -1.1
O 0.338575 0.756340 4.222298 -0.9 -1.2 -1.1
C -2.873152 0.165886 3.066412 -2.4 -0.8 1.3
C -2.800908 1.438761 3.989784 0.7 1.2 1.4
C -2.010412 2.754871 3.582134 0.1 1.5 0.3
C -4.126291 -0.012870 2.034701 -0.3 -0.9 -0.3
Cl -4.676901 -1.814561 2.306215 0.3 0.3 0.0
C -5.458495 0.782360 2.496653 -2.8 4.5 -1.7
O -5.853063 1.867264 1.968732 2.7 -5.0 1.8
N -6.439383 0.271942 3.521822 2.4 -1.4 0.5
C -5.842411 0.066527 4.836060 -0.8 3.9 4.4
O -5.934390 1.006215 5.674041 0.9 -4.6 -3.9
F -5.188208 -1.115539 5.303080 -1.5 2.0 -1.9
N -3.808953 -0.023196 0.607681 0.2 0.6 0.7
C -4.900717 -0.243094 -0.336094 -2.5 -1.1 -2.2
C -4.982186 -1.746296 -0.997738 -0.4 -0.8 1.3
N -5.438259 -1.724186 -2.426170 0.6 -1.4 0.3
C -2.645341 0.787032 0.158593 0.6 1.8 0.6
C -2.236202 0.699170 -1.389690 -1.0 0.1 -1.0
C -2.087824 -0.716569 -2.088104 1.5 -0.6 -0.9
C -0.786063 -0.663223 -3.075878 -0.1 -0.6 0.9
I -1.358758 0.440165 -4.871600 0.3 -0.3 0.5
C -3.118861 2.310734 0.353349 -0.4 0.8 -0.7
C -2.203785 3.498903 -0.163815 -0.1 1.7 -0.1
O -1.245044 4.026289 0.801193 0.0 -1.3 -0.8
C -3.190037 4.775715 -0.477830 1.4 1.6 0.3
F -2.463334 5.974414 -0.127057 -2.2 -2.7 -1.1
F -4.363247 4.792721 0.312712 2.4 0.0 -2.4
F -3.410560 4.858718 -1.877905 -0.4 -0.2 3.3
H 9.364261 4.255573 3.014691 0.1 -2.2 -1.0
H 9.008923 3.476248 1.219511 -1.1 1.0 1.6
H 8.095591 1.999241 3.834242 -1.2 1.8 -0.9
H 6.370260 -0.429689 1.916068 -0.8 1.2 -0.7
H 6.560595 0.985047 0.739149 -1.3 -0.8 1.0
H 3.873741 -0.629019 1.439165 0.8 0.9 -1.1
H 4.752402 -0.624656 -0.192298 -0.5 1.1 1.1
H 4.382498 1.953609 -0.407764 -1.1 -0.8 1.3
H 3.487279 2.080747 1.196506 0.4 -1.3 -1.0
H 1.916802 2.069511 -0.852580 0.3 -1.4 0.4
H 2.634370 0.449874 -1.435014 -0.5 1.1 1.5
H 0.938287 -0.654621 -0.372215 0.1 1.0 1.3
H 1.768060 -0.262795 1.276077 -0.8 0.4 -1.6
H -0.032679 1.917339 0.001139 -0.7 -1.2 1.4
H 0.388549 1.633702 1.758667 -1.0 -0.4 -1.1
H -1.053855 -0.677903 0.367915 -0.8 1.5 1.2
H -1.923599 -1.319489 2.153120 0.4 0.9 0.2
H -0.882392 -1.284211 5.545773 -0.1 -0.6 -0.4
H -0.124000 -2.542636 4.671957 -0.5 0.7 0.0
H 1.217422 0.993348 3.826490 -1.0 -0.2 0.4
H -3.055822 -0.690538 3.844183 0.2 1.5 -1.5
H -2.295455 1.103397 4.986473 -0.8 0.2 -1.8
H -3.834483 1.815010 4.363968 1.5 -1.1 -1.0
H -1.658491 3.259806 4.567639 -0.6 -1.0 -1.6
H -1.077194 2.636087 2.948175 -1.3 -0.1 0.8
H -2.650660 3.576297 3.070794 0.9 -1.7 0.8
H -6.983357 -0.525961 3.165051 0.6 0.2 0.2
H -4.933616 0.461391 -1.260178 0.6 -1.0 1.7
H -5.981777 -0.135039 0.077844 2.1 0.3 -0.1
H -3.986665 -2.312561 -0.869059 -1.5 1.1 -0.2
H -5.768514 -2.373371 -0.416665 1.5 1.2 -0.6
H -6.365020 -2.196946 -2.494723 0.9 0.7 0.1
H -4.804815 -2.403556 -2.903482 -0.7 0.9 0.1
H -1.262232 1.283440 -1.625970 -1.6 -0.9 0.9
H -3.055700 1.283259 -1.970122 1.4 -0.9 1.0
H -2.966641 -0.979223 -2.770521 1.0 0.4 1.3
H -1.889004 -1.612195 -1.382757 -0.4 1.5 -0.9
H 0.090699 -0.074705 -2.605482 -1.4 -1.0 -0.7
H -0.444572 -1.718624 -3.397177 -0.6 1.8 0.5
H -3.496372 2.587763 1.393216 0.7 -0.6 -1.3
H -4.078822 2.386899 -0.305187 1.6 -0.2 1.1
H -1.629352 3.348188 -1.135295 -1.2 -0.2 1.1
H -0.374596 4.154715 0.357435 -1.1 0.0 0.4
C -2.170447 -5.727353 -4.427350 -0.2 0.1 0.2
C -1.581072 -4.332928 -4.568068 0.3 -0.7 -0.4
C -0.795957 -4.190741 -5.862328 0.0 0.3 -0.1
O -0.719865 -4.067678 -3.459315 0.0 0.3 0.3
H -1.381004 -6.484970 -4.405193 -0.1 0.1 -0.1
H -2.721777 -5.818788 -3.487561 0.0 0.0 -0.1
H -2.848423 -5.954241 -5.253939 0.1 0.0 0.1
H -2.384260 -3.589930 -4.541876 0.2 0.1 0.2
H 0.042219 -4.894692 -5.890735 -0.1 -0.1 0.0
H -0.368495 -3.187155 -5.943974 -0.1 0.0 0.0
H -1.432664 -4.371640 -6.732025 0.1 0.0 0.0
H -0.006049 -4.720034 -3.474062 -0.2 0.1 0.0
C -4.315655 -10.537933 -4.757059 -0.3 0.0 0.1
C -3.726233 -9.143514 -4.898827 0.4 -0.6 -0.2
C -2.942880 -9.003345 -6.194926 0.0 0.2 -0.2
O -2.865154 -8.877786 -3.792230 0.0 0.3 0.2
H -3.525491 -11.295504 -4.735616 0.0 0.1 -0.1
H -4.866006 -10.628319 -3.816571 0.0 0.1 -0.1
H -4.994623 -10.765440 -5.582940 0.1 0.0 0.1
H -4.528821 -8.400709 -4.872027 0.2 0.0 0.2
H -2.105365 -9.708077 -6.223130 -0.1 -0.1 0.0
H -2.515105 -8.000809 -6.278941 -0.1 -0.1 0.0
H -3.580950 -9.185232 -7.063635 0.1 0.0 0.0
H -2.151544 -9.530153 -3.807031 -0.2 0.1 0.0
C 10.076106 9.128167 3.433812 0.1 0.1 0.2
C 10.537711 7.819197 2.813289 -0.6 0.3 -0.2
C 10.206301 7.762113 1.330396 0.2 -0.1 -0.2
O 9.906391 6.728349 3.482863 0.1 -0.4 0.1
H 8.990555 9.240924 3.345291 0.1 0.0 -0.1
H 10.310329 9.150516 4.501593 0.1 0.0 -0.1
H 10.556073 9.984051 2.952409 -0.1 0.0 0.0
H 11.616372 7.706404 2.953336 -0.1 -0.2 0.1
H 9.125205 7.827563 1.168997 0.0 0.1 0.1
H 10.533264 6.811323 0.900060 0.1 0.1 0.0
H 10.690040 8.577156 0.786022 -0.1 -0.1 0.0
H 8.950546 6.819292 3.364923 0.2 0.1 0.0
```
Forces are in eV/Å.

> Among the records above, which one has the highest E_HOMO?

C5H11NO